This record from OMol25 describes 4 unconnected molecules or ions with the total composition C57H51ClN4O6. The level of theory is the ωB97M-V functional and the def2-TZVPD basis.

Properties
E_LUMO (Eh): -0.04019
Spin multiplicity: 1
SMILES: CCCCCC[C@@](N)(C#N)[C@@](C#N)(NCC)[C@@H](Cl)CC.O=C1c2ccccc2C(=O)c2ccccc21.O=C1c2ccccc2C(=O)c2ccccc21.O=C1c2ccccc2C(=O)c2ccccc21

The geometry in XYZ format:
```
119
Properties=species:S:1:pos:R:3:forces:R:3
C 1.5439 2.6609 -7.9807 0.7 -0.1 0.3
C 3.0082 2.5152 -7.4921 -0.8 -0.1 -0.2
C 3.1249 2.9215 -6.0334 0.4 0.2 -0.3
C 4.5294 2.8111 -5.4308 -0.4 -0.2 -0.2
C 5.2342 1.4823 -5.7597 -0.3 0.5 1.0
C 6.0389 1.0096 -4.5441 0.5 0.3 -0.6
C 6.4367 -0.4928 -4.5473 -1.0 -0.1 -0.9
N 6.4098 -0.9619 -5.9354 0.3 0.5 0.2
C 7.8070 -0.7034 -4.1225 2.8 -0.4 1.4
N 8.8921 -0.9304 -3.7545 -2.2 0.4 -0.8
C 5.4851 -1.3933 -3.6033 1.4 0.0 0.1
C 4.1377 -0.8987 -3.8111 -2.8 0.5 -0.5
N 3.0388 -0.5656 -4.0137 2.1 -0.5 0.4
N 5.6010 -2.7845 -4.0180 -0.5 0.1 -0.1
C 4.4238 -3.6440 -3.9306 0.0 -0.4 -0.4
C 3.6369 -3.7139 -5.2386 0.2 -0.3 0.1
C 5.8888 -1.3224 -2.1105 -0.6 0.1 0.4
Cl 6.3079 0.3406 -1.5713 0.0 -0.1 0.3
C 4.8402 -1.9549 -1.1830 0.0 0.3 0.3
C 4.8921 -1.5181 0.2770 -0.3 -0.5 -0.1
H 1.4922 3.1736 -8.9310 -0.2 0.1 -0.2
H 0.9782 3.2091 -7.2372 -0.3 0.2 0.0
H 1.0958 1.6814 -8.0827 -0.3 -0.2 -0.1
H 3.2799 1.4755 -7.6289 0.3 -0.2 0.0
H 3.6757 3.0935 -8.1236 0.2 0.2 0.0
H 2.8049 3.9606 -5.9723 -0.1 0.2 0.2
H 2.4210 2.3447 -5.4416 -0.1 -0.3 0.1
H 4.4148 2.9200 -4.3573 0.1 0.1 0.3
H 5.1134 3.6587 -5.7741 0.3 0.1 -0.1
H 5.8888 1.6473 -6.5999 0.0 -0.4 -0.4
H 4.4606 0.7621 -5.9832 -0.1 -0.3 -0.3
H 6.9690 1.5708 -4.5587 0.2 0.1 0.2
H 5.5316 1.3048 -3.6402 -0.2 -0.2 0.1
H 5.4747 -1.2096 -6.2134 -0.2 -0.1 -0.1
H 7.0287 -1.7446 -6.0584 -0.2 -0.4 0.0
H 6.4198 -3.2056 -3.6134 0.1 0.0 0.2
H 4.7877 -4.6478 -3.7401 0.1 -0.2 0.2
H 3.7607 -3.4109 -3.1033 0.0 0.3 0.1
H 3.7516 -2.8170 -5.8320 -0.2 0.3 0.0
H 4.0073 -4.5368 -5.8396 0.1 -0.1 -0.2
H 2.5936 -3.9225 -5.0373 -0.3 0.2 -0.1
H 6.7984 -1.8965 -2.0105 0.4 0.1 -0.1
H 4.9695 -3.0308 -1.2034 0.1 -0.3 -0.2
H 3.8311 -1.7597 -1.5344 -0.1 0.1 -0.2
H 4.4242 -0.5561 0.4149 0.2 0.4 0.0
H 5.8960 -1.5314 0.6782 0.2 0.1 0.1
H 4.2903 -2.2213 0.8451 0.0 -0.1 0.2
O 2.7731 -3.2814 3.5502 0.0 0.0 0.0
C 1.7437 -3.5904 4.1134 0.1 0.1 -0.1
C 1.1615 -4.9529 3.9511 -0.1 0.0 0.1
C 1.8253 -5.8830 3.1618 0.0 -0.1 -0.1
C 1.3161 -7.1628 3.0259 0.0 0.0 0.0
C 0.1413 -7.5205 3.6791 0.0 0.0 0.0
C -0.5311 -6.5940 4.4569 0.0 -0.1 0.0
C -0.0275 -5.3069 4.5927 0.1 0.1 0.0
C -0.7731 -4.3181 5.4211 -0.2 0.0 0.1
O -1.8304 -4.6116 5.9406 0.0 0.0 0.0
C -0.1803 -2.9639 5.5987 0.1 -0.1 -0.1
C -0.8402 -2.0374 6.3932 0.0 0.1 0.1
C -0.2924 -0.7835 6.5992 0.1 0.0 0.0
C 0.9208 -0.4491 6.0063 -0.1 0.0 0.0
C 1.5781 -1.3639 5.2009 0.0 0.1 0.0
C 1.0300 -2.6229 4.9910 -0.1 -0.1 0.0
H 2.7405 -5.6006 2.6609 0.0 0.1 0.0
H 1.8362 -7.8868 2.4132 0.0 0.0 0.0
H -0.2494 -8.5242 3.5792 0.0 0.0 0.0
H -1.4471 -6.8644 4.9626 0.0 0.1 0.0
H -1.7819 -2.3014 6.8524 0.0 -0.1 0.0
H -0.8090 -0.0674 7.2249 0.0 0.0 0.0
H 1.3525 0.5286 6.1729 0.0 0.0 0.0
H 2.5189 -1.1071 4.7351 0.0 -0.1 -0.1
O -6.7783 5.7870 -6.1893 0.0 0.0 0.0
C -5.6685 5.5304 -6.6060 -0.2 0.0 0.1
C -4.9513 6.4759 -7.5075 0.1 -0.1 0.0
C -5.5598 7.6760 -7.8519 0.0 0.1 -0.1
C -4.8950 8.5793 -8.6627 0.0 0.0 0.0
C -3.6183 8.2889 -9.1328 -0.1 0.0 0.0
C -3.0125 7.0890 -8.8033 0.0 0.1 -0.1
C -3.6770 6.1766 -7.9941 -0.1 0.0 0.1
C -3.0165 4.8827 -7.6636 0.2 -0.1 -0.1
O -1.9318 4.5986 -8.1251 0.0 0.0 0.0
C -3.7235 3.9477 -6.7446 -0.1 0.1 0.0
C -3.1097 2.7521 -6.3940 0.0 -0.1 0.1
C -3.7400 1.8834 -5.5203 -0.1 0.0 0.0
C -4.9864 2.2052 -4.9927 0.1 0.0 0.0
C -5.6069 3.3905 -5.3471 0.0 -0.1 0.1
C -4.9808 4.2646 -6.2261 0.1 0.0 -0.1
H -6.5501 7.8976 -7.4801 0.0 -0.1 0.1
H -5.3692 9.5147 -8.9278 0.0 0.0 0.0
H -3.0971 9.0009 -9.7586 0.0 0.0 0.0
H -2.0230 6.8550 -9.1698 0.0 -0.1 0.0
H -2.1394 2.5097 -6.8045 0.0 0.1 0.0
H -3.2593 0.9540 -5.2456 0.0 0.0 0.0
H -5.4735 1.5278 -4.3042 0.0 0.0 0.0
H -6.5767 3.6438 -4.9427 0.0 0.1 -0.1
O -2.9941 -0.0352 9.7422 0.0 0.0 0.0
C -4.0163 -0.3458 10.3198 0.2 0.0 -0.1
C -4.5968 -1.7089 10.1709 -0.1 0.1 0.1
C -3.9377 -2.6392 9.3802 0.1 -0.1 -0.1
C -4.4427 -3.9206 9.2479 -0.1 0.0 0.0
C -5.6116 -4.2788 9.9120 0.0 0.1 0.0
C -6.2803 -3.3522 10.6943 0.0 -0.1 -0.1
C -5.7793 -2.0633 10.8235 0.1 0.1 0.0
C -6.5194 -1.0734 11.6544 -0.2 -0.1 0.1
O -7.5724 -1.3634 12.1815 0.0 0.0 0.0
C -5.9271 0.2841 11.8224 0.1 0.0 -0.1
C -6.5816 1.2133 12.6203 0.0 0.1 0.1
C -6.0335 2.4703 12.8081 0.0 0.0 0.0
C -4.8283 2.8053 12.1998 -0.1 0.0 0.0
C -4.1771 1.8869 11.3951 0.0 0.1 0.0
C -4.7241 0.6252 11.1998 -0.1 -0.1 0.0
H -3.0276 -2.3567 8.8710 0.0 0.1 0.1
H -3.9248 -4.6416 8.6293 0.0 0.0 0.0
H -6.0015 -5.2833 9.8165 0.0 0.0 0.0
H -7.1916 -3.6238 11.2080 0.0 0.1 0.0
H -7.5161 0.9460 13.0929 0.0 -0.1 0.0
H -6.5436 3.1919 13.4320 0.0 0.0 0.0
H -4.3985 3.7859 12.3541 0.0 0.0 0.0
H -3.2422 2.1430 10.9171 0.0 -0.1 -0.1
```
Forces are in eV/Å.

Löwdin population analysis, charges in e, atoms 1 to 99:
1. C -0.10
2. C -0.26
3. C -0.23
4. C -0.19
5. C -0.20
6. C -0.17
7. C -0.44
8. N 0.10
9. C -0.20
10. N 0.20
11. C -0.41
12. C -0.18
13. N 0.25
14. N 0.02
15. C -0.26
16. C -0.08
17. C -0.56
18. Cl 0.75
19. C -0.26
20. C -0.13
21. H 0.06
22. H 0.06
23. H 0.06
24. H 0.09
25. H 0.11
26. H 0.11
27. H 0.11
28. H 0.10
29. H 0.11
30. H 0.11
31. H 0.08
32. H 0.13
33. H 0.04
34. H 0.07
35. H 0.08
36. H 0.12
37. H 0.12
38. H 0.09
39. H 0.05
40. H 0.07
41. H 0.07
42. H 0.10
43. H 0.11
44. H 0.10
45. H 0.06
46. H 0.07
47. H 0.07
48. O 0.10
49. C -0.28
50. C -0.08
51. C 0.00
52. C -0.06
53. C -0.06
54. C 0.00
55. C -0.08
56. C -0.28
57. O 0.10
58. C -0.08
59. C 0.00
60. C -0.04
61. C -0.05
62. C 0.00
63. C -0.08
64. H 0.12
65. H 0.11
66. H 0.11
67. H 0.12
68. H 0.11
69. H 0.11
70. H 0.11
71. H 0.12
72. O 0.11
73. C -0.28
74. C -0.08
75. C 0.00
76. C -0.06
77. C -0.06
78. C 0.00
79. C -0.08
80. C -0.28
81. O 0.10
82. C -0.08
83. C 0.00
84. C -0.06
85. C -0.06
86. C 0.00
87. C -0.08
88. H 0.12
89. H 0.11
90. H 0.11
91. H 0.12
92. H 0.12
93. H 0.11
94. H 0.11
95. H 0.12
96. O 0.10
97. C -0.28
98. C -0.08
99. C 0.00


This record from OMol25 describes a molecular structure, C7H3CoNO5Se3Te. The level of theory is the ωB97M-V functional and the def2-TZVPD basis.

Properties
Total charge: -2
E_LUMO (spin up / spin down) (Eh): 0.14878 / 0.14876
Spin multiplicity: 4

The geometry in XYZ format:
```
21
Properties=species:S:1:pos:R:3:forces:R:3
Co -0.2694 0.1231 -0.0190 0.7 -0.3 0.1
O 5.6747 -0.0324 0.0298 0.0 0.0 0.1
C 4.3083 -0.0396 -0.0044 -0.2 0.0 0.0
C 3.6149 -0.0227 -1.2109 0.2 0.0 -0.1
C 2.2380 -0.0207 -1.1738 -0.2 0.0 0.2
N 1.5890 -0.0514 -0.0129 1.3 -0.5 0.0
C 2.2365 -0.0500 1.1526 -0.3 0.0 -0.3
C 3.6137 -0.0456 1.1997 0.2 0.0 0.2
C 1.2481 -0.0052 2.3119 -0.4 0.0 0.2
O 1.6576 -0.0368 3.4693 0.2 0.0 -0.1
O 0.0374 0.0851 1.9087 0.2 -0.1 0.4
C 1.2651 0.0865 -2.3392 -0.4 0.1 -0.2
O 1.6883 0.0615 -3.4934 0.2 0.0 0.1
O 0.0577 0.2212 -1.9443 0.2 0.1 -0.4
H 5.9897 -0.0265 -0.8784 0.1 0.0 -0.1
H 4.1231 -0.0002 -2.1687 0.0 0.0 0.0
H 4.1278 -0.0344 2.1511 0.0 0.0 0.0
Se -1.5576 -1.8712 -0.0484 0.0 -1.0 0.5
Se -3.3383 -2.0245 -1.3881 -0.2 0.1 -0.3
Te -3.7304 1.7175 1.4529 0.1 -0.1 0.0
Se -1.7771 1.7444 -0.0082 -1.5 1.7 -0.2
```
Forces are in eV/Å.

Partial atomic charges computed with the Löwdin method, in multiples of e:
1. Co -0.21
2. O 0.05
3. C -0.29
4. C 0.06
5. C -0.13
6. N 0.06
7. C -0.12
8. C 0.07
9. C -0.58
10. O 0.02
11. O -0.14
12. C -0.58
13. O 0.01
14. O -0.14
15. H 0.10
16. H 0.12
17. H 0.13
18. Se -0.03
19. Se -0.26
20. Te -0.04
21. Se -0.08


Maximum force for the records above, in order: 3.13 2.25 eV Å⁻¹